Run i
Molecular formula: C8H16N2O4
Method: DFT, the ωB97M-V functional and the def2-TZVPD basis

Computed properties:
Gap between HOMO and LUMO ... 9.64 eV
LUMO energy ... 0.19 eV
SMILES ... CC(C)[C@H](N)C(=O)N[C@@H](CO)C(=O)O

Each line ends with the Mulliken charge.
Element x y z (Å)
C -1.459 -1.852 -0.865  -1.237
C -2.506 -0.550 -0.717  0.047
C -3.570 -0.967 0.302  -1.438
C -1.737 0.709 -0.330  0.046
N -1.008 1.225 -1.469  -0.613
C -0.857 0.363 0.926  -0.064
O -1.441 0.558 1.969  -0.689
N 0.373 -0.048 0.790  0.182
C 1.379 0.011 -0.207  0.236
C 1.862 1.496 -0.190  -0.722
O 0.872 2.541 0.101  -0.566
C 2.529 -0.889 0.132  0.459
O 2.599 -1.407 1.227  -0.544
O 3.406 -1.216 -0.885  -0.475
H -0.632 -1.873 -1.611  0.249
H -1.211 -1.957 0.182  0.395
H -2.104 -2.714 -1.008  0.432
H -2.998 -0.308 -1.668  0.406
H -4.003 -0.030 0.794  0.335
H -4.318 -1.522 -0.221  0.418
H -3.130 -1.368 1.237  0.346
H -2.406 1.439 0.030  0.665
H -0.801 0.353 -2.041  0.225
H -1.580 1.783 -1.962  0.212
H 0.797 -0.145 1.620  0.112
H 0.828 -0.244 -1.186  0.012
H 2.766 1.443 0.372  0.502
H 2.247 1.733 -1.218  0.275
H 0.309 2.091 -0.529  0.438
H 3.350 -0.661 -1.631  0.355



Run ii
Molecular formula: C8H16N2O4
Method: DFT, the ωB97M-V functional and the def2-TZVPD basis

Computed properties:
Gap between HOMO and LUMO ... 9.11 eV
LUMO energy ... -0.08 eV

Each line ends with the Mulliken charge.
Element x y z (Å)
C -0.093 -0.390 1.740  0.408
C -1.113 -1.530 1.616  -0.368
C -0.578 -2.303 0.385  -0.570
C -1.076 -1.941 -0.999  -1.022
C -0.717 -0.471 -1.346  -0.169
C 0.813 -0.070 -1.943  -0.282
C 0.846 1.502 -1.408  -0.862
C 0.811 2.012 -0.048  0.304
H -1.531 1.550 0.539  0.536
H -0.043 1.623 1.684  0.299
H -0.961 -2.052 2.654  0.307
H -2.086 -1.031 1.418  0.407
H 0.588 -2.224 0.535  0.226
H -1.108 -3.145 0.607  0.448
H -2.141 -2.494 -1.207  0.334
H -0.552 -2.529 -1.593  0.430
H -1.427 -0.061 -2.168  0.391
H -0.924 0.386 -0.500  -0.381
H 1.722 -0.902 -1.492  0.218
H 0.749 0.122 -3.387  0.272
H 1.711 2.173 -2.203  0.268
H -0.098 1.895 -1.978  0.428
H 1.692 2.359 1.828  0.457
H 2.578 0.231 0.394  0.387
N -0.714 0.797 2.153  -0.336
N 1.854 2.064 0.721  0.124
O -1.913 1.279 1.587  -0.461
O 1.067 -0.552 1.598  -0.628
O -0.303 2.492 0.413  -0.763
O 2.946 1.208 0.402  -0.403



Run iii
Molecular formula: C8H16N2O4
Method: DFT, the ωB97M-V functional and the def2-TZVPD basis

Computed properties:
Gap between HOMO and LUMO ... 10.11 eV
LUMO energy ... 0.57 eV
SMILES ... CC(C)[C@H](NC(=O)[C@@H](N)CO)C(=O)O

Each line ends with the Mulliken charge.
Element x y z (Å)
C -0.089 1.230 3.028  -1.548
C -1.270 1.009 2.027  0.456
C -1.561 2.130 1.006  -1.423
C -0.663 -0.253 1.222  -0.297
N 0.162 0.011 0.023  0.096
C 1.009 -1.020 -0.510  0.558
O 1.154 -2.097 0.044  -0.656
C 1.912 -0.680 -1.730  0.006
N 2.833 -1.691 -2.096  -0.660
C 1.006 -0.315 -3.002  -0.904
O 0.100 0.889 -2.964  -0.459
C -1.867 -1.133 0.823  0.306
O -2.885 -1.182 1.536  -0.643
O -1.799 -1.698 -0.425  -0.409
H -0.181 2.194 3.521  0.433
H -0.188 0.545 3.848  0.379
H 0.847 1.185 2.609  0.361
H -2.254 0.724 2.368  0.444
H -0.745 2.541 0.413  0.308
H -2.042 2.942 1.605  0.349
H -2.284 1.531 0.489  0.442
H -0.128 -1.003 1.813  0.403
H 0.111 0.922 -0.398  0.156
H 2.714 0.175 -1.409  0.242
H 3.281 -1.976 -1.251  0.299
H 2.363 -2.536 -2.421  0.281
H 0.449 -1.260 -3.122  0.383
H 1.724 -0.253 -3.846  0.341
H 0.897 1.390 -2.717  0.375
H -2.605 -2.318 -0.484  0.383



Short version: run ii is the least stable of them.



Run i
Molecular formula: C5H11NO
Method: DFT, the ωB97M-V functional and the def2-TZVPD basis

Computed properties:
Expectation value of S² ... 2.01
2S+1 ... 3
Gap between HOMO and LUMO (alpha / beta) ... 5.88 / 7.44 eV
LUMO energy (alpha / beta) ... 1.04 / -1.78 eV

Each line ends with the Löwdin spin population.
Element x y z (Å)
C -0.928 1.059 0.760  0.232
C -1.361 -1.383 1.062  0.055
C 1.923 0.183 -0.792  0.054
C -0.357 -0.271 0.926  0.438
C 0.592 -0.526 -0.861  0.483
N -0.216 2.074 0.438  0.396
O -0.181 -0.093 -1.866  0.175
H -1.952 0.987 0.908  0.019
H -1.656 -1.616 0.064  0.017
H -2.154 -1.077 1.710  0.012
H -0.842 -2.187 1.420  0.000
H 1.599 1.289 -0.900  0.003
H 2.448 0.164 0.072  0.003
H 2.547 -0.214 -1.660  0.024
H 0.638 -0.422 1.431  0.033
H 0.506 -1.601 -0.949  0.032
H -0.710 2.890 0.380  0.018
H 0.103 0.744 -2.142  0.006



Run ii
Molecular formula: C5H11NO
Method: DFT, the ωB97M-V functional and the def2-TZVPD basis

Computed properties:
Expectation value of S² ... 2.01
2S+1 ... 3
Gap between HOMO and LUMO (alpha / beta) ... 7.31 / 8.39 eV
LUMO energy (alpha / beta) ... 1.07 / -1.20 eV

Each line ends with the Löwdin spin population.
Element x y z (Å)
C 1.022 -0.589 -0.261  0.518
C -2.877 0.917 -0.150  0.080
C 2.943 0.580 0.779  0.014
C -1.044 -1.838 -0.197  0.045
C 1.910 0.573 -0.346  0.119
N -0.184 -0.714 -0.221  0.337
O -1.478 0.816 -0.218  0.782
H -3.317 1.061 -1.145  0.000
H -3.324 0.016 0.297  0.028
H -3.122 1.768 0.496  0.029
H 2.446 0.630 1.744  0.001
H 3.589 1.449 0.685  0.000
H 3.556 -0.316 0.747  0.007
H -1.695 -1.771 0.671  0.000
H -1.667 -1.820 -1.093  0.000
H -0.477 -2.771 -0.162  0.017
H 2.420 0.530 -1.313  0.003
H 1.300 1.479 -0.315  0.022



Short version: run i is the least stable of them.



Run i
Molecular formula: C5H9N2P
Method: DFT, the ωB97M-V functional and the def2-TZVPD basis

Computed properties:
Gap between HOMO and LUMO (alpha / beta) ... 6.48 / 6.49 eV
LUMO energy (alpha / beta) ... -1.37 / -1.37 eV

Each line ends with the Mulliken charge.
Element x y z (Å)
C -2.620 0.072 0.395  -0.496
C -2.234 -0.389 -0.845  -0.510
C -1.460 0.050 1.219  -0.458
C -0.892 -0.754 -0.796  -0.058
C 2.168 1.436 -0.065  -0.754
N -0.510 -0.462 0.454  0.001
N 1.458 -1.058 0.779  -0.262
P 2.454 -0.428 -0.305  0.192
H -3.653 0.256 0.725  0.357
H -2.752 -0.604 -1.769  0.367
H -1.382 0.478 2.297  0.290
H -0.110 -1.022 -1.543  0.179
H 2.416 1.696 0.957  0.272
H 1.101 1.413 -0.120  0.215
H 2.744 2.078 -0.731  0.345
H 1.500 -2.118 0.865  0.290
H 1.772 -0.643 -1.517  0.030



Run ii
Molecular formula: C5H9N2P
Method: DFT, the ωB97M-V functional and the def2-TZVPD basis

Computed properties:
Gap between HOMO and LUMO ... 7.81 eV
LUMO energy ... -0.69 eV

Each line ends with the Mulliken charge.
Element x y z (Å)
C 2.979 -1.049 -0.472  -0.516
C 1.671 -0.764 -0.602  -0.179
C 2.576 0.905 0.471  0.013
C -3.153 -0.089 -0.026  -1.178
C -1.737 0.138 0.690  -0.506
N 3.558 0.064 0.211  -0.584
N 1.421 0.408 0.052  -0.207
P -0.643 1.343 -0.115  0.149
H 3.669 -1.936 -0.618  0.324
H 0.810 -1.203 -1.053  0.397
H 2.944 1.880 0.911  0.332
H -3.112 -0.790 -0.768  0.381
H -3.855 -0.573 0.567  0.379
H -3.377 0.832 -0.480  0.342
H -1.276 -0.729 0.978  0.448
H -1.901 0.578 1.743  0.332
H -0.573 0.986 -1.489  0.073



Short version: run i is the least stable of them.



Run i
Molecular formula: C31H33NO6
Method: DFT, the ωB97M-V functional and the def2-TZVPD basis

Computed properties:
Gap between HOMO and LUMO ... 6.36 eV
LUMO energy ... -0.99 eV

Each line ends with the Mulliken charge.
Element x y z (Å)
C -2.374 4.651 1.650  -1.344
H -2.002 4.313 0.558  0.130
H -3.299 4.963 1.373  0.526
H -1.717 5.583 1.901  0.251
C -2.310 3.843 2.619  -0.106
N -0.992 3.386 3.238  0.538
C -0.183 2.882 2.287  -1.581
H 1.070 2.841 2.539  0.112
H 0.142 3.705 1.366  0.333
C -0.440 1.559 1.420  -1.957
H -1.168 1.544 0.953  2.788
H -0.419 0.806 2.254  -0.138
C 0.620 1.266 0.407  -2.141
C 0.240 -0.169 -0.364  -0.087
C 0.090 0.185 -1.794  0.000
C -0.502 -0.981 -2.454  0.170
C -0.783 -2.162 -2.011  0.635
C -0.515 -2.400 -0.571  -0.296
C 0.036 -1.412 0.058  -0.132
O 0.090 -1.561 1.599  -0.263
C 0.091 -2.657 2.112  -0.846
H 0.289 -2.697 3.345  0.172
H 0.788 -3.552 1.714  0.290
H -1.038 -3.263 2.188  0.211
H -0.328 -3.335 -0.319  0.656
O -0.969 -3.269 -2.922  -0.195
C -1.300 -4.402 -2.353  -1.030
H -1.300 -5.238 -3.248  0.293
H -2.053 -4.572 -1.492  0.358
H -0.336 -4.955 -1.875  0.314
C -0.512 -0.699 -4.002  0.486
C -0.215 0.685 -4.472  -0.590
C 0.225 1.568 -3.592  -0.179
O 0.476 2.837 -3.913  -0.727
O 0.262 1.371 -2.211  -0.158
H -0.298 0.659 -5.490  0.759
C -1.110 -1.536 -5.012  0.230
C -0.596 -2.348 -5.801  0.373
C -0.991 -3.089 -6.805  -0.698
C -2.283 -3.501 -6.566  -0.547
C -3.302 -2.924 -5.696  -0.772
C -2.603 -2.116 -4.560  -0.562
H -3.170 -1.490 -3.910  0.431
H -4.272 -3.006 -5.563  0.596
H -2.678 -4.044 -7.360  0.420
H -0.508 -3.483 -7.766  0.331
H 0.461 -1.881 -6.073  0.102
C 1.841 0.722 1.013  -0.449
C 3.253 0.671 0.215  -0.804
C 4.453 0.278 0.881  -0.909
C 4.553 -0.066 2.017  0.577
C 3.439 -0.049 2.853  0.290
C 2.183 0.274 2.243  0.932
H 1.158 0.281 3.114  -0.210
O 3.600 -0.516 4.112  -0.552
C 5.075 -0.900 4.156  -0.344
O 5.605 -0.367 2.758  -0.551
H 5.671 -0.020 4.878  0.210
H 5.402 -1.821 4.363  0.413
H 5.018 0.073 0.104  0.518
H 2.999 1.051 -0.846  0.268
H 0.807 1.842 -0.195  2.978
C -0.872 2.544 4.298  -0.487
C -1.176 3.383 5.802  -1.413
H -0.550 4.248 5.630  0.361
H -2.237 3.786 5.627  0.245
H -1.096 2.799 6.530  0.637
H -1.652 1.530 4.347  0.185
H 0.031 2.129 4.610  0.441
H -3.002 2.414 2.504  0.174
H -2.812 3.811 3.601  0.336



Run ii
Molecular formula: C31H33NO6
Method: DFT, the ωB97M-V functional and the def2-TZVPD basis

Computed properties:
Gap between HOMO and LUMO ... 5.18 eV
LUMO energy ... -1.82 eV

Each line ends with the Mulliken charge.
Element x y z (Å)
C -0.551 5.266 -1.114  -0.652
N 0.881 5.067 -1.290  0.184
C 1.510 6.220 -1.920  -0.902
C 1.335 3.773 -1.634  0.007
C 1.072 3.232 -2.908  -0.506
C 1.243 1.871 -3.128  -0.683
C 1.829 1.066 -2.151  0.440
C 1.896 -0.447 -2.318  -2.006
C 0.694 -1.182 -1.894  1.838
C 0.834 -2.410 -1.163  -0.450
O 1.899 -2.907 -0.843  -0.756
O -0.375 -3.041 -0.839  -0.370
C -1.047 -3.370 -2.085  1.514
C -0.152 -4.286 -2.905  -1.416
C -2.365 -4.059 -1.766  -1.776
O -1.377 -2.147 -2.750  -0.358
C -0.439 -1.136 -2.819  0.130
O -0.618 -0.261 -3.647  -0.657
C 2.373 1.678 -1.014  0.068
C 2.012 2.977 -0.685  -0.669
H -0.994 4.401 -0.606  -0.094
H -0.708 6.168 -0.507  0.394
H -1.065 5.411 -2.082  0.321
H 2.591 6.060 -2.001  0.299
H 1.098 6.413 -2.926  0.325
H 1.317 7.103 -1.298  0.306
H 0.669 3.875 -3.693  0.372
H 0.892 1.415 -4.052  0.413
H 2.017 -0.641 -3.396  0.447
H 2.735 -0.842 -1.740  0.591
H 0.831 -3.841 -3.114  0.238
H -0.002 -5.201 -2.318  0.344
H -0.650 -4.545 -3.844  0.465
H -3.021 -3.377 -1.223  0.395
H -2.846 -4.351 -2.703  0.381
H -2.170 -4.948 -1.165  0.375
H 3.026 1.095 -0.357  0.478
H 2.233 3.398 0.298  0.483
C 1.514 -5.720 4.508  -0.795
O 2.426 -4.802 3.853  -0.419
C 1.961 -3.633 3.353  0.922
C 2.847 -2.911 2.511  -0.839
C 2.356 -1.907 1.729  -0.459
C 0.997 -1.468 1.820  0.681
C 0.581 -0.382 1.013  0.552
C -0.691 0.264 1.115  0.148
C -0.805 1.676 1.271  -0.103
C -2.041 2.230 1.537  0.502
C -3.189 1.395 1.547  0.067
O -4.339 2.044 1.865  -0.554
C -3.993 3.463 2.087  -0.456
C -2.479 3.616 1.894  -0.015
C -3.120 0.018 1.274  -1.578
C -1.881 -0.521 1.040  -0.520
C 0.163 -2.135 2.768  -0.213
C 0.643 -3.160 3.560  -1.024
H 2.148 -6.578 4.727  0.248
H 1.119 -5.288 5.436  0.321
H 0.686 -6.015 3.850  0.351
H 3.885 -3.228 2.454  0.423
H 3.004 -1.424 1.002  0.211
H 1.364 0.176 0.510  -0.188
H 0.087 2.306 1.240  0.479
H -4.573 4.049 1.363  0.310
H -4.315 3.721 3.104  0.267
H -2.011 3.972 2.820  0.314
H -2.256 4.349 1.111  -0.105
H -4.037 -0.562 1.272  0.440
H -1.778 -1.578 0.794  0.663
H -0.881 -1.839 2.866  0.498
H 0.002 -3.628 4.309  0.359



Short version: run i is the least stable of them.